(one)
This record from the OMol25 dataset describes an isolated molecule of C2H3NS2. The level of theory is ωB97M-V/def2-TZVPD.

Properties
- orbital gap (alpha / beta) (Eh) = 0.193 / 0.196
- HOMO level (alpha / beta) (eV) = -8.16 / -8.24
- LUMO (alpha / beta) (hartree) = -0.1071 / -0.1071

ORCA input file:
```
! wB97M-V def2-TZVPD RIJCOSX def2/J DEFGRID3
* xyz 0 1
C -0.84655 0.50355 0.53203
C -0.16783 -0.63118 -0.21759
N -2.06172 0.77499 0.41562
S -0.86645 -2.23867 0.12985
S -3.41029 0.32232 -0.18698
H -0.23729 1.11910 1.17611
H -0.27780 -0.45151 -1.29139
H 0.88302 -0.65241 0.06078
*
```

---

(two)
This record from the OMol25 dataset describes a cluster of 2 separate species, C2H3NS2 in total. The level of theory is ωB97M-V/def2-TZVPD.

Properties
- orbital gap (Eh) = 0.306
- HOMO level (eV) = -8.88
- SMILES = N=C=S.C=S
- LUMO (hartree) = -0.0205

ORCA input file:
```
! wB97M-V def2-TZVPD RIJCOSX def2/J DEFGRID3
* xyz 0 1
C -2.60963 0.47174 0.06898
C 1.29802 -0.71506 0.12106
N -2.66970 1.63160 -0.26038
S 0.40405 0.52230 0.69644
S -2.91621 -1.04740 0.25501
H 1.00690 -1.79932 -0.10268
H 2.39402 -0.57246 -0.04862
H -2.55866 2.43895 0.31073
*
```

---

Q: Which of them is the most stable? A: (two).